The following is a DFT calculation (ωB97M-V with the def2-TZVPD basis set) of a structure of composition C14H22N4OPrS3Sb.

Values from the calculation:
**HOMO (spin up / spin down)**: -11.000 / -10.989 eV
**Total charge**: +1
**<S²>**: 3.761
**ΔE to the lowest compared entry with this formula, charge and spin**: 65.5 kJ/mol
**E_tot**: -2792.662410 Ha
**Multiplicity**: 4

```
46
Properties=species:S:1:pos:R:3:nbo_charge:R:1
Pr -0.958 -1.439 -0.019 0.930
C 0.715 3.299 -0.588 -0.710
C -0.333 2.292 -0.181 0.734
O -0.203 1.046 -0.299 -0.678
N -1.432 2.813 0.391 -0.570
C -2.389 1.963 1.128 -0.234
C -3.487 1.466 0.222 0.209
C -4.672 2.202 0.026 -0.237
C -5.799 1.572 -0.483 -0.146
C -5.689 0.219 -0.822 -0.236
C -4.421 -0.371 -0.736 0.075
N -3.345 0.249 -0.278 -0.465
H 1.497 2.772 -1.148 0.248
H 1.151 3.733 0.310 0.250
H 0.302 4.126 -1.150 0.252
H -1.448 3.814 0.574 0.416
H -2.777 2.532 1.996 0.243
H -1.900 1.038 1.430 0.219
H -4.686 3.311 0.184 0.228
H -6.748 2.126 -0.566 0.239
H -6.559 -0.387 -1.073 0.240
H -4.313 -1.400 -1.063 0.230
S -2.208 -2.890 -1.852 -0.622
Sb -2.442 -4.252 0.173 1.076
S -2.904 -2.295 1.639 -0.590
S 0.002 -4.059 0.614 -0.259
C 2.611 0.297 0.024 -0.234
C 4.185 0.148 0.090 -0.256
N 4.576 -1.293 0.079 -0.395
C 3.995 -2.000 1.235 -0.255
C 2.467 -1.731 1.360 -0.247
N 1.970 -1.063 0.127 -0.479
C 2.427 -1.892 -1.041 -0.244
C 3.977 -1.864 -1.143 -0.255
H 2.321 0.729 -0.947 0.202
H 2.198 0.933 0.828 0.203
H 4.569 0.640 0.983 0.210
H 4.558 0.673 -0.785 0.210
H 4.504 -1.700 2.140 0.217
H 4.141 -3.072 1.101 0.211
H 2.194 -1.070 2.164 0.202
H 1.883 -2.665 1.456 0.217
H 1.919 -1.507 -1.926 0.208
H 2.002 -2.907 -0.841 0.215
H 4.218 -1.248 -2.003 0.208
H 4.334 -2.891 -1.328 0.218
```